# 1
The following is a DFT calculation (ωB97M-V/def2-TZVPD) of the molecule C24H30N2O3 in a non-equilibrium geometry.

Structure (XYZ):
```
59
Properties=species:S:1:pos:R:3:forces:R:3
C -2.384967 0.143253 -3.566270 -0.29 -0.10 -0.20
C -0.997691 -0.228773 -3.114544 1.36 0.64 -1.08
C -0.711195 -1.090983 -1.809427 1.24 -0.94 -1.62
C 0.797463 -1.555681 -1.904807 -0.27 0.68 -0.01
C 0.966442 -2.965648 -2.428869 0.12 0.08 0.10
C 0.117337 -3.905410 -1.616994 -0.13 0.00 -0.18
O -1.287159 -3.535050 -1.700089 0.16 0.35 -0.18
C -1.714347 -2.249972 -1.823331 -1.23 -0.50 0.08
O -2.922732 -2.070482 -1.914306 1.81 -0.38 0.37
O -0.053335 0.172401 -3.791250 -1.20 -0.72 1.01
H -3.080426 -0.689106 -3.454083 0.06 0.30 -0.03
H -2.773180 0.991785 -2.989238 0.11 -0.23 -0.02
H -2.311135 0.446688 -4.617762 0.03 0.00 0.33
H 1.297417 -0.875895 -2.610810 -0.19 -0.08 0.47
H 1.298380 -1.437040 -0.933836 -0.34 -0.27 -0.18
H 0.709752 -2.998903 -3.492585 -0.13 -0.15 0.08
H 2.020234 -3.260526 -2.346822 -0.18 -0.01 -0.02
H 0.169143 -4.931862 -1.997708 -0.18 0.21 0.15
H 0.440981 -3.901336 -0.564723 -0.26 0.06 -0.19
C -0.646841 -3.798487 4.987351 0.07 0.09 -0.25
N -0.638738 -2.367857 4.729349 -0.15 -0.47 1.03
C -0.432560 -1.551709 5.914430 0.20 0.11 -0.24
C -0.662807 -1.867988 3.455394 0.02 0.64 -0.96
C -1.137164 -2.648264 2.365624 -0.09 0.34 0.24
C -1.301664 -2.095829 1.097321 0.57 0.19 0.42
C -0.820063 -0.817314 0.784069 -0.22 0.28 0.05
C -0.978261 -0.191506 -0.625134 -0.74 1.20 1.53
C -0.233997 1.135831 -0.762333 -0.02 -0.39 0.17
C -0.907242 2.285768 -1.197048 0.34 -0.28 0.03
C -0.218818 3.462698 -1.444932 0.58 0.25 0.16
C 1.192102 3.522562 -1.232878 -0.62 -0.58 0.05
N 1.915108 4.659467 -1.481454 0.42 0.33 -0.38
C 1.341230 5.985497 -1.549215 0.01 -0.07 0.04
C 3.359918 4.652896 -1.366095 -0.23 -0.05 0.11
C 1.851055 2.356449 -0.765174 0.12 0.19 0.28
C 1.136431 1.198762 -0.491691 -0.29 0.43 -0.54
C -0.359405 -0.036140 1.856847 0.07 -0.33 0.11
C -0.281676 -0.525336 3.162872 -0.32 -0.60 -0.13
H -1.372872 -4.305231 4.343972 0.12 -0.03 0.30
H 0.347222 -4.246345 4.818159 -0.22 -0.01 0.01
H -0.919869 -3.952289 6.038006 0.00 -0.14 -0.39
H -1.098351 -0.680625 5.936912 0.10 -0.10 -0.12
H -0.657097 -2.177797 6.785411 0.04 0.33 -0.18
H 0.605337 -1.201396 6.017645 -0.11 0.02 -0.02
H -1.458130 -3.678808 2.523365 0.02 0.41 -0.07
H -1.843581 -2.681260 0.371072 0.18 -0.13 0.03
H -2.037410 0.074949 -0.691926 -0.13 -0.06 -0.06
H -1.992130 2.246615 -1.353349 0.46 0.05 0.04
H -0.761104 4.342011 -1.815649 0.25 -0.54 0.25
H 0.268199 5.951186 -1.747745 0.32 0.10 0.03
H 1.513327 6.533627 -0.608481 -0.13 -0.03 -0.14
H 1.845021 6.530386 -2.356076 -0.27 0.06 0.10
H 3.792294 3.797244 -1.893847 -0.03 0.15 0.04
H 3.730925 5.574792 -1.818365 0.08 -0.16 0.05
H 3.689960 4.621635 -0.316927 0.06 0.01 -0.09
H 2.931901 2.364417 -0.562235 -0.68 0.08 -0.09
H 1.642612 0.335908 -0.057428 -0.08 0.32 -0.21
H -0.054775 0.995024 1.675961 -0.08 -0.33 0.10
H 0.070930 0.138996 3.951675 -0.11 -0.23 -0.16
```
Forces are in eV/Å.

Summary:
Gap between HOMO and LUMO (eV): 8.09
Largest force on an atom (eV/Å): 2.25
Structure (SMILES): CC(=O)[C@]1(C(c2ccc(N(C)C)cc2)c2ccc(N(C)C)cc2)CCCOC1=O
Charge: 0
Total energy (Ha): -1267.733854
Energy relative to the best compared isomer or geometry (same formula, charge and spin) (kcal per mole): 83.13

Atom-resolved charges from natural (NBO), all expressed in e: atom 1 (C): -0.739, atom 2 (C): 0.657, atom 3 (C): -0.276, atom 4 (C): -0.421, atom 5 (C): -0.423, atom 6 (C): -0.067, atom 7 (O): -0.512, atom 8 (C): 0.828, atom 9 (O): -0.598, atom 10 (O): -0.553, atom 11 (H): 0.266, atom 12 (H): 0.237, atom 13 (H): 0.236, atom 14 (H): 0.265, atom 15 (H): 0.211, atom 16 (H): 0.211, atom 17 (H): 0.222, atom 18 (H): 0.199, atom 19 (H): 0.188, atom 20 (C): -0.394, atom 21 (N): -0.447, atom 22 (C): -0.401, atom 23 (C): 0.274, atom 24 (C): -0.301, atom 25 (C): -0.212, atom 26 (C): 0.001, atom 27 (C): -0.250, atom 28 (C): -0.084, atom 29 (C): -0.179, atom 30 (C): -0.265, atom 31 (C): 0.181, atom 32 (N): -0.415, atom 33 (C): -0.394, atom 34 (C): -0.406, atom 35 (C): -0.242, atom 36 (C): -0.193, atom 37 (C): -0.200, atom 38 (C): -0.314, atom 39 (H): 0.200, atom 40 (H): 0.185, atom 41 (H): 0.201, atom 42 (H): 0.204, atom 43 (H): 0.203, atom 44 (H): 0.184, atom 45 (H): 0.209, atom 46 (H): 0.222, atom 47 (H): 0.234, atom 48 (H): 0.209, atom 49 (H): 0.209, atom 50 (H): 0.210, atom 51 (H): 0.183, atom 52 (H): 0.196, atom 53 (H): 0.208, atom 54 (H): 0.205, atom 55 (H): 0.183, atom 56 (H): 0.208, atom 57 (H): 0.216, atom 58 (H): 0.225, atom 59 (H): 0.214

***

# 2
The following is a DFT calculation (ωB97M-V/def2-TZVPD) of a structure of composition C24H30N3O2V in a non-equilibrium geometry.

Structure (XYZ):
```
60
Properties=species:S:1:pos:R:3:forces:R:3
V -0.669862 -0.548764 0.200985 0.62 -0.53 -0.46
C -4.139609 1.482764 1.049667 0.09 1.63 2.33
C -4.247762 0.049797 0.676947 0.76 -1.08 -1.22
C -4.396889 0.061321 -0.846415 -1.61 -0.40 0.42
C -3.046404 -0.816292 1.113144 -0.35 1.25 0.17
C -2.312635 -0.400615 2.247877 1.02 -1.76 -0.33
C -1.161902 -1.160633 2.621248 -0.72 1.32 0.74
C -0.789295 -2.343766 1.995626 0.16 0.72 0.71
C 0.220661 -3.254658 2.591996 -1.34 0.14 1.93
C -1.482141 -2.656246 0.851681 -0.09 -1.19 -0.57
C -2.596972 -1.952801 0.414170 0.48 0.94 0.38
H -4.905590 2.159549 0.619624 0.12 -0.83 0.33
H -3.203386 1.883141 0.674853 0.36 0.06 -0.06
H -4.131503 1.643581 2.170621 -0.18 0.04 -1.20
H -5.092542 -0.469914 1.109530 -0.55 0.16 0.19
H -3.479289 0.297368 -1.351562 0.32 0.61 -0.26
H -5.245091 0.773745 -1.046927 1.08 -0.76 -0.35
H -4.685765 -0.924277 -1.180129 -0.32 -0.26 -0.39
H -2.694092 0.384140 2.879994 0.36 0.34 -0.12
H -0.559994 -0.864662 3.475437 -0.25 0.19 0.05
H 0.783786 -3.676074 1.815311 0.97 -1.10 -0.72
H -0.396984 -3.986598 3.184157 0.66 0.06 -0.96
H 0.827390 -2.833343 3.403680 0.09 0.37 -0.62
H -1.117361 -3.471679 0.254284 -0.13 -0.44 -0.16
H -2.985394 -2.248899 -0.526815 -0.72 -0.12 -0.58
C 1.989521 0.372868 1.464624 -0.24 0.02 0.36
N 1.372499 -0.530666 0.428939 -1.67 0.83 0.37
C 1.926194 -1.505182 -0.235302 0.67 -0.32 -1.08
C 1.167566 -2.274713 -1.180645 0.74 0.68 0.95
C 1.347282 -3.445065 -1.953081 -0.15 0.98 0.38
C 0.179933 -3.614830 -2.633794 -2.45 0.66 -0.91
C -0.717231 -2.515928 -2.302784 2.79 -2.53 0.07
N -0.085074 -1.766254 -1.414330 -1.46 1.85 0.98
C 3.067244 1.372568 1.063719 -0.24 -1.67 -0.30
C 2.867060 2.663013 0.577193 -0.23 -0.58 -0.13
C 3.977883 3.367390 0.124611 -0.49 0.01 1.10
C 5.278096 2.891284 0.299780 -1.06 -0.40 -0.13
C 5.475148 1.590635 0.757628 -1.33 0.58 0.18
C 4.329163 0.840231 1.152209 2.73 0.98 -0.71
H 2.390818 -0.288640 2.256863 -0.22 0.45 -0.26
H 1.181383 0.984887 1.894833 -0.19 -0.52 -0.05
H 3.000794 -1.634628 -0.175394 0.18 -0.36 0.28
H 2.219406 -4.023341 -2.039604 0.91 -0.65 0.07
H -0.156833 -4.369583 -3.348034 0.64 0.12 0.30
H -1.697579 -2.455847 -2.678799 -1.04 0.72 -0.17
H 1.839508 3.050825 0.620527 0.60 0.16 -0.22
H 3.865680 4.381830 -0.183040 -0.16 0.58 -0.29
H 6.018776 3.640758 0.110388 0.85 -0.32 -0.22
H 6.471209 1.210465 0.842916 0.31 -0.32 0.22
H 4.554574 -0.126371 1.572289 -0.40 -0.31 0.03
N 0.360005 3.223130 -3.162739 -0.39 -1.51 -0.18
C 0.372910 2.520996 -1.830524 -0.02 -0.05 0.18
C -0.875288 1.647405 -1.829515 -0.82 -0.84 -1.22
O -1.046917 1.046227 -0.710305 -0.06 -0.26 1.02
O -1.604136 1.499947 -2.807892 1.38 0.80 0.80
H 1.280051 3.276655 -3.621785 -0.45 0.36 0.22
H -0.120731 4.101565 -3.057382 0.26 0.85 -0.21
H -0.318894 2.641179 -3.750556 0.64 0.34 0.49
H 0.328411 3.217204 -0.970888 0.05 -0.13 -0.77
H 1.270189 1.883806 -1.679080 -0.49 0.45 -0.40
```
Forces are in eV/Å.

Summary:
Spin multiplicity: 3
Gap between HOMO and LUMO (spin up / spin down) (eV): 6.71 / 7.16
Largest force on an atom (eV/Å): 3.77
Charge: +2
Total energy (Ha): -2190.771748
Energy relative to the best compared isomer or geometry (same formula, charge and spin) (kcal per mole): 27.56

Atom-resolved charges from natural (NBO), all expressed in e: atom 1 (V): 1.570, atom 2 (C): -0.606, atom 3 (C): -0.268, atom 4 (C): -0.600, atom 5 (C): 0.018, atom 6 (C): -0.195, atom 7 (C): -0.218, atom 8 (C): 0.007, atom 9 (C): -0.645, atom 10 (C): -0.262, atom 11 (C): -0.198, atom 12 (H): 0.252, atom 13 (H): 0.201, atom 14 (H): 0.212, atom 15 (H): 0.249, atom 16 (H): 0.215, atom 17 (H): 0.244, atom 18 (H): 0.211, atom 19 (H): 0.275, atom 20 (H): 0.259, atom 21 (H): 0.241, atom 22 (H): 0.272, atom 23 (H): 0.247, atom 24 (H): 0.270, atom 25 (H): 0.257, atom 26 (C): -0.239, atom 27 (N): -0.618, atom 28 (C): 0.171, atom 29 (C): 0.026, atom 30 (C): -0.221, atom 31 (C): -0.269, atom 32 (C): -0.012, atom 33 (N): -0.597, atom 34 (C): -0.088, atom 35 (C): -0.225, atom 36 (C): -0.203, atom 37 (C): -0.185, atom 38 (C): -0.188, atom 39 (C): -0.148, atom 40 (H): 0.228, atom 41 (H): 0.206, atom 42 (H): 0.225, atom 43 (H): 0.248, atom 44 (H): 0.249, atom 45 (H): 0.224, atom 46 (H): 0.197, atom 47 (H): 0.220, atom 48 (H): 0.239, atom 49 (H): 0.236, atom 50 (H): 0.209, atom 51 (N): -0.691, atom 52 (C): -0.344, atom 53 (C): 0.780, atom 54 (O): -0.789, atom 55 (O): -0.574, atom 56 (H): 0.460, atom 57 (H): 0.450, atom 58 (H): 0.481, atom 59 (H): 0.262, atom 60 (H): 0.273

***

# 3
The following is a DFT calculation (ωB97M-V/def2-TZVPD) of a cluster of 3 separate species, C24H30O6S in total in a non-equilibrium geometry.

Structure (XYZ):
```
61
Properties=species:S:1:pos:R:3:forces:R:3
C 0.273670 -4.156361 -0.127881 -0.42 0.95 -0.67
C 0.082317 -2.647021 -0.436793 -0.39 -0.56 0.54
C -1.250989 -2.113359 0.171741 1.26 0.61 -0.11
C -1.094528 -0.668657 0.762035 -0.85 -0.68 -0.06
C -2.087848 0.367666 0.180620 0.56 0.29 0.35
C -1.523598 1.247852 -0.977725 -0.46 -0.47 0.97
C -0.312216 2.006468 -0.485323 -0.20 -1.39 -1.42
C -0.480185 3.071536 0.360065 -1.05 0.60 0.64
C 0.572118 3.777879 0.881022 0.19 0.32 0.19
C 1.837318 3.381895 0.528771 1.18 0.52 0.29
C 2.041228 2.335254 -0.357319 1.14 -0.49 -0.34
C 0.975279 1.620909 -0.887417 0.01 0.67 -0.36
S 1.279131 0.271516 -2.018765 -0.16 -0.50 0.02
C 3.498302 2.016548 -0.693434 -0.18 0.06 -0.07
O 3.879065 1.690420 -1.795789 0.01 0.16 0.69
C 4.446314 2.196001 0.469694 -0.18 -0.53 -0.42
C 4.242114 3.190928 1.314852 -0.39 0.52 0.30
C 3.047350 4.087446 1.102189 -0.06 0.03 0.09
O 3.049935 5.267610 1.390358 -0.05 -0.69 0.04
H -0.396758 -4.711794 -0.793650 0.11 -0.24 0.32
H -0.014193 -4.304742 0.915906 0.30 -0.37 -0.12
H 1.304462 -4.461981 -0.329839 -0.14 -0.12 0.17
H 0.043808 -2.459056 -1.512855 0.37 -0.05 0.11
H 0.937869 -2.113191 -0.009296 -0.15 0.10 -0.13
H -1.539925 -2.767945 0.999535 -0.25 -0.05 -0.33
H -1.992096 -2.127391 -0.634723 -0.20 -0.07 0.39
H -0.043792 -0.371221 0.702849 -0.19 0.22 -0.11
H -1.324119 -0.750926 1.832057 0.17 0.09 -0.14
H -2.378658 1.027448 1.007595 -0.09 0.05 -0.27
H -2.997023 -0.154434 -0.134708 0.10 0.19 -0.06
H -1.317209 0.566903 -1.804199 0.20 0.40 -0.10
H -2.300110 1.966149 -1.244516 0.05 -0.17 -0.14
H -1.487563 3.364135 0.649089 0.02 -0.15 -0.12
H 0.441974 4.608639 1.565487 -0.06 -0.04 -0.11
H 0.986198 0.812977 -3.221633 0.04 0.31 0.43
H 5.269806 1.493603 0.576695 -0.02 0.21 -0.24
H 4.887278 3.389129 2.167297 -0.03 0.14 -0.22
O -4.423384 2.405331 -0.552000 -0.18 0.24 0.22
C -4.986694 3.094900 -1.351028 0.02 -0.40 -0.10
O -5.940423 3.995088 -1.013449 0.10 0.00 -0.01
C -6.500382 4.584626 -2.199372 -0.10 0.15 -0.17
C -5.445549 4.391944 -3.276882 0.07 -0.04 -0.20
C -4.795824 3.078728 -2.854797 -0.06 0.57 -0.09
H -7.434363 4.069322 -2.434480 0.02 -0.03 0.02
H -6.716035 5.634273 -2.012835 -0.01 -0.06 0.20
H -5.857238 4.379207 -4.284510 -0.06 0.00 0.05
H -4.711167 5.197631 -3.224810 -0.03 0.01 0.01
H -5.316683 2.212810 -3.266160 0.09 -0.07 0.04
H -3.740183 3.042891 -3.111706 -0.01 -0.29 0.07
O 1.332921 -5.363067 3.379959 0.00 0.35 0.07
C 2.437742 -5.314107 2.928807 -0.32 -0.44 -0.14
O 3.051127 -4.160243 2.563565 -0.02 -0.03 0.09
C 4.320894 -4.452250 1.957846 0.21 -0.01 -0.08
C 4.700437 -5.833213 2.469712 0.08 -0.20 -0.03
C 3.337519 -6.497651 2.634435 0.58 0.28 0.13
H 4.200369 -4.429904 0.872074 -0.03 -0.01 0.01
H 5.041634 -3.690179 2.246757 -0.17 0.12 0.03
H 5.376699 -6.367511 1.804432 -0.02 0.07 -0.04
H 5.186390 -5.746791 3.443234 0.00 0.03 -0.02
H 3.001446 -6.974986 1.712724 -0.09 -0.04 0.06
H 3.326024 -7.207685 3.456490 -0.27 -0.08 -0.09
```
Forces are in eV/Å.

Summary:
Gap between HOMO and LUMO (eV): 8.23
Largest force on an atom (eV/Å): 2.00
Structure (SMILES): CCCCCCc1ccc2c(c1S)C(=O)C=CC2=O.O=C1CCCO1.O=C1CCCO1
Charge: 0
Total energy (Ha): -1782.132934

Atom-resolved charges from natural (NBO), all expressed in e: atom 1 (C): -0.608, atom 2 (C): -0.386, atom 3 (C): -0.400, atom 4 (C): -0.407, atom 5 (C): -0.376, atom 6 (C): -0.443, atom 7 (C): 0.024, atom 8 (C): -0.201, atom 9 (C): -0.155, atom 10 (C): -0.157, atom 11 (C): -0.047, atom 12 (C): -0.170, atom 13 (S): 0.004, atom 14 (C): 0.521, atom 15 (O): -0.488, atom 16 (C): -0.237, atom 17 (C): -0.245, atom 18 (C): 0.534, atom 19 (O): -0.507, atom 20 (H): 0.198, atom 21 (H): 0.214, atom 22 (H): 0.196, atom 23 (H): 0.200, atom 24 (H): 0.188, atom 25 (H): 0.201, atom 26 (H): 0.195, atom 27 (H): 0.198, atom 28 (H): 0.207, atom 29 (H): 0.203, atom 30 (H): 0.212, atom 31 (H): 0.223, atom 32 (H): 0.235, atom 33 (H): 0.225, atom 34 (H): 0.236, atom 35 (H): 0.140, atom 36 (H): 0.233, atom 37 (H): 0.233, atom 38 (O): -0.570, atom 39 (C): 0.795, atom 40 (O): -0.485, atom 41 (C): -0.072, atom 42 (C): -0.429, atom 43 (C): -0.531, atom 44 (H): 0.180, atom 45 (H): 0.200, atom 46 (H): 0.224, atom 47 (H): 0.212, atom 48 (H): 0.239, atom 49 (H): 0.243, atom 50 (O): -0.559, atom 51 (C): 0.791, atom 52 (O): -0.490, atom 53 (C): -0.071, atom 54 (C): -0.429, atom 55 (C): -0.529, atom 56 (H): 0.179, atom 57 (H): 0.197, atom 58 (H): 0.222, atom 59 (H): 0.209, atom 60 (H): 0.237, atom 61 (H): 0.243